# 1
Formula: C17H15BCrFN2O11
Source: the OMol25 dataset
Level of theory: the ωB97M-V functional and the def2-TZVPD basis

Each line ends with the Mulliken charge.
Geometry (Å):
Cr (1.67, -0.45, -0.12)  0.09
N (3.32, -2.93, 0.67)  1.09
O (4.42, -3.23, 1.10)  -0.57
O (2.55, -3.71, 0.10)  -0.59
O (2.96, -1.67, 0.79)  -0.48
N (0.18, -1.06, 1.91)  1.33
O (0.94, -0.06, 1.79)  -0.56
O (0.13, -1.65, 0.76)  -0.48
O (-0.38, -1.43, 2.87)  -0.56
B (1.72, -1.19, -2.05)  0.77
H (0.83, -1.59, -1.45)  0.05
H (1.63, -1.52, -3.15)  -0.15
H (1.55, -0.09, -1.83)  -0.02
H (2.65, -1.46, -1.47)  -0.07
C (1.73, -5.72, 2.42)  -0.40
C (0.53, -4.80, 2.69)  0.69
O (0.98, -3.93, 3.68)  -0.34
C (2.30, -4.16, 3.95)  0.66
O (2.95, -3.56, 4.73)  -0.52
O (2.73, -5.24, 3.29)  -0.34
F (-0.54, -5.51, 3.13)  -0.34
H (2.08, -5.63, 1.39)  0.23
H (1.45, -6.77, 2.52)  0.32
H (0.24, -4.20, 1.82)  0.04
C (-3.55, 1.20, -3.89)  -0.47
C (-2.54, 0.29, -3.66)  -0.86
C (-1.58, 0.54, -2.70)  -0.04
C (-1.65, 1.68, -1.90)  0.53
C (-2.71, 2.58, -2.08)  0.34
C (-3.64, 2.35, -3.10)  -0.70
C (-2.82, 3.79, -1.21)  0.44
O (-3.85, 4.44, -1.25)  -0.61
C (-1.67, 4.16, -0.35)  0.64
C (-1.55, 5.49, 0.06)  -0.76
C (-0.52, 5.78, 0.94)  -0.34
C (0.53, 4.90, 1.18)  -0.82
C (0.42, 3.60, 0.69)  -0.47
C (-0.65, 3.23, -0.13)  0.36
C (-0.66, 1.92, -0.83)  -0.02
O (0.15, 1.06, -0.53)  -0.30
H (-4.32, 1.07, -4.64)  0.41
H (-2.50, -0.60, -4.26)  0.43
H (-0.80, -0.19, -2.55)  0.25
H (-4.45, 3.05, -3.20)  0.49
H (-2.30, 6.22, -0.21)  0.42
H (-0.49, 6.77, 1.38)  0.39
H (1.30, 5.31, 1.81)  0.38
H (1.22, 2.89, 0.88)  0.46

**Multiplicity**: 4
**ΔE to the lowest compared entry with this formula, charge and spin**: 0.0 kcal per mole
**E_HOMO (spin up / spin down)**: -10.36 / -10.39 eV
**E_LUMO (spin up / spin down)**: -2.86 / -2.29 eV
**Maximum force**: 5.3 eV/A



# 2
Formula: C17H15BaCl2N3O6S2
Source: the OMol25 dataset
Level of theory: the ωB97M-V functional and the def2-TZVPD basis

Each line ends with the Mulliken charge.
Geometry (Å):
Ba (-0.39, 0.04, 0.16)  1.36
O (-7.30, -1.16, -2.36)  -0.72
C (-7.03, -0.16, -1.69)  0.39
O (-7.72, 0.85, -1.46)  -0.73
C (-5.59, -0.13, -1.06)  0.23
C (-5.23, 0.82, -0.10)  -0.59
C (-3.94, 0.84, 0.38)  -0.55
N (-2.98, 0.03, -0.06)  -0.35
C (-3.31, -0.89, -0.97)  0.68
C (-4.59, -1.01, -1.48)  -0.39
C (-2.15, -1.74, -1.47)  0.18
O (-2.35, -2.91, -1.79)  -0.70
O (-1.04, -1.13, -1.52)  -0.82
H (-5.97, 1.52, 0.26)  0.44
H (-3.64, 1.56, 1.14)  0.43
H (-4.82, -1.78, -2.20)  0.51
Cl (2.57, -0.90, 0.83)  -0.16
C (2.78, -1.82, 2.27)  0.69
C (4.05, -2.30, 2.53)  -0.68
C (4.31, -3.04, 3.67)  -0.32
C (3.28, -3.29, 4.56)  -0.70
C (2.02, -2.82, 4.29)  0.39
Cl (0.76, -3.16, 5.42)  -0.24
C (1.69, -2.05, 3.14)  -0.21
S (0.10, -1.49, 2.90)  -0.43
H (4.83, -2.08, 1.82)  0.36
H (5.31, -3.41, 3.87)  0.32
H (3.45, -3.86, 5.46)  0.37
C (-1.06, 3.18, -5.04)  -0.92
N (-0.07, 2.58, -4.19)  0.15
C (1.29, 2.46, -4.66)  -0.87
C (-0.34, 2.04, -2.96)  0.24
C (-1.75, 2.08, -2.47)  -0.38
O (0.57, 1.54, -2.32)  -0.61
H (-0.58, 3.51, -5.97)  0.26
H (-1.51, 4.06, -4.57)  0.32
H (-1.85, 2.48, -5.30)  0.36
H (1.41, 3.00, -5.60)  0.30
H (1.55, 1.41, -4.82)  0.28
H (1.98, 2.86, -3.92)  0.27
H (-2.42, 2.70, -3.05)  0.49
H (-1.72, 2.41, -1.43)  0.12
H (-2.11, 1.06, -2.45)  0.03
O (0.81, 3.66, 2.79)  -0.54
S (0.63, 2.32, 2.19)  0.27
N (-0.21, 2.25, 0.98)  -0.56

**Multiplicity**: 1
**Net charge**: -2
**ΔE to the lowest compared entry with this formula, charge and spin**: 54.3 kcal per mole
**E_HOMO**: -2.58 eV
**E_LUMO**: 3.79 eV
**Maximum force**: 3.6 eV/A



# 3
Formula: C17H15BiN3O2Se2Te2
Source: the OMol25 dataset
Level of theory: the ωB97M-V functional and the def2-TZVPD basis

Each line ends with the Mulliken charge.
Geometry (Å):
Bi (-1.84, 0.97, 0.96)  1.22
O (-2.58, -0.65, -0.44)  -1.18
C (-1.86, -1.19, -1.37)  0.77
C (-1.97, -0.67, -2.67)  -0.48
C (-1.26, -1.22, -3.70)  -0.56
C (-0.40, -2.31, -3.48)  -0.49
C (-0.10, -2.72, -2.20)  -0.82
C (-0.81, -2.12, -1.09)  0.66
C (-0.28, -2.40, 0.23)  -0.24
N (-0.66, -2.00, 1.37)  0.01
C (0.28, -2.28, 2.43)  -0.68
C (0.51, -0.95, 3.14)  -1.08
N (0.64, 0.11, 2.15)  0.41
C (1.83, 0.48, 1.75)  -1.01
C (1.96, 1.42, 0.68)  0.65
C (3.14, 2.16, 0.64)  -0.60
C (3.50, 3.04, -0.32)  -0.89
C (2.60, 3.08, -1.38)  -0.29
C (1.38, 2.50, -1.38)  -0.91
C (0.99, 1.63, -0.33)  0.81
O (-0.21, 1.07, -0.41)  -0.11
H (-2.51, 0.23, -2.75)  0.43
H (-1.27, -0.73, -4.65)  0.38
H (0.19, -2.72, -4.31)  0.32
H (0.67, -3.49, -2.01)  0.31
H (0.65, -2.98, 0.24)  0.16
H (-0.12, -3.06, 3.08)  0.36
H (1.30, -2.60, 2.10)  0.31
H (-0.28, -0.64, 3.78)  0.38
H (1.44, -1.05, 3.69)  0.35
H (2.68, -0.02, 2.19)  0.35
H (3.83, 2.12, 1.46)  0.33
H (4.27, 3.79, -0.21)  0.37
H (2.81, 3.73, -2.21)  0.35
H (0.71, 2.49, -2.17)  0.57
Se (-0.65, 3.10, 2.42)  -0.42
Te (-2.37, 4.88, 2.60)  -0.12
Te (-2.49, 4.90, 0.01)  -0.12
Se (-3.69, 2.63, -0.23)  -0.50
N (-3.41, -2.80, 0.72)  0.21
C (-3.80, -3.83, 1.05)  -0.31
H (-2.86, -1.91, 0.60)  0.10

**Multiplicity**: 1
**Net charge**: -1
**ΔE to the lowest compared entry with this formula, charge and spin**: 13.1 kcal per mole
**E_HOMO**: -4.41 eV
**E_LUMO**: 2.28 eV
**Maximum force**: 4.2 eV/A



# 4
Formula: C17H15BrNdO2
Source: the OMol25 dataset
Level of theory: the ωB97M-V functional and the def2-TZVPD basis

Each line ends with the Mulliken charge.
Geometry (Å):
C (-2.16, -0.78, -1.84)  -0.47
C (-2.19, -1.30, -0.52)  -0.48
C (-2.15, -0.22, 0.38)  -0.26
H (-2.31, -2.34, -0.25)  0.36
C (-2.11, 0.98, -0.38)  -0.64
C (-2.15, 0.65, -1.76)  -0.75
H (-2.13, 1.36, -2.61)  0.50
H (-2.20, -1.40, -2.76)  0.33
H (-2.20, -0.30, 1.47)  0.48
H (-2.15, 1.98, 0.07)  0.38
Nd (0.51, 0.21, -1.63)  1.00
Br (1.26, -2.33, -1.84)  -0.46
C (1.79, 0.74, -3.75)  -0.45
C (0.71, 1.53, -4.26)  -0.69
C (-0.26, 0.65, -4.83)  -0.27
H (0.74, 2.63, -4.45)  0.35
C (0.22, -0.68, -4.72)  -0.35
C (1.49, -0.64, -4.08)  -0.84
H (2.23, -1.46, -4.14)  0.55
H (2.83, 1.11, -3.58)  0.54
H (-1.12, 0.96, -5.47)  0.37
H (-0.21, -1.56, -5.25)  0.36
O (0.62, -1.07, 0.79)  -0.61
C (0.80, 0.02, 1.46)  0.88
O (1.06, 1.10, 0.78)  -0.90
C (0.72, 0.05, 3.06)  0.10
C (0.62, 1.18, 3.90)  -0.27
C (0.71, 1.16, 5.32)  -0.39
C (0.85, -0.01, 6.06)  -0.39
C (0.95, -1.16, 5.26)  -0.39
C (0.86, -1.13, 3.84)  -0.29
H (0.64, 2.18, 3.50)  0.37
H (0.67, 2.06, 5.92)  0.31
H (0.87, -0.02, 7.17)  0.33
H (1.09, -2.09, 5.82)  0.31
H (1.10, -2.06, 3.34)  0.36

**Multiplicity**: 4
**Net charge**: -1
**ΔE to the lowest compared entry with this formula, charge and spin**: 52.4 kcal per mole
**E_HOMO (spin up / spin down)**: -4.22 / -4.28 eV
**E_LUMO (spin up / spin down)**: 2.63 / 2.63 eV
**Maximum force**: 3.7 eV/A



# 5
Formula: C17H15CdF4N3O4
Source: the OMol25 dataset
Level of theory: the ωB97M-V functional and the def2-TZVPD basis

Each line ends with the Mulliken charge.
Geometry (Å):
Cd (0.37, -1.00, 0.99)  0.54
C (-1.93, -3.22, 0.03)  -1.21
N (-1.66, -1.81, -0.26)  0.73
C (-1.58, -1.62, -1.71)  -1.43
C (-2.69, -0.94, 0.35)  -0.78
C (-2.15, 0.45, 0.66)  -0.58
N (-1.11, 0.35, 1.68)  -0.44
C (-1.33, 0.63, 2.99)  0.11
C (-0.51, 0.02, 3.96)  0.61
F (0.44, -0.87, 3.53)  -0.33
C (-0.61, 0.25, 5.30)  -0.09
F (0.23, -0.41, 6.13)  -0.31
C (-1.54, 1.12, 5.82)  -0.48
C (-2.36, 1.74, 4.90)  0.13
F (-3.29, 2.61, 5.32)  -0.31
C (-2.27, 1.52, 3.54)  0.50
F (-3.09, 2.23, 2.73)  -0.35
H (-2.91, -3.53, -0.35)  0.36
H (-1.91, -3.38, 1.11)  0.33
H (-1.16, -3.84, -0.43)  0.33
H (-2.52, -1.95, -2.19)  0.41
H (-0.75, -2.18, -2.11)  0.33
H (-1.43, -0.56, -1.95)  0.38
H (-2.98, -1.39, 1.29)  0.40
H (-3.58, -0.90, -0.30)  0.33
H (-2.97, 1.11, 0.93)  0.40
H (-1.70, 0.87, -0.25)  0.36
H (-1.64, 1.30, 6.88)  0.48
O (1.91, 0.33, 0.05)  -0.86
C (1.93, -0.43, -0.96)  1.01
O (1.48, -1.61, -0.91)  -0.80
C (2.45, 0.13, -2.24)  0.35
C (1.90, -0.29, -3.45)  -0.39
C (2.31, 0.30, -4.64)  -0.59
C (3.28, 1.29, -4.64)  -0.43
C (3.83, 1.66, -3.42)  0.06
C (3.42, 1.12, -2.22)  -0.45
N (4.89, 2.70, -3.41)  1.00
O (5.24, 3.15, -4.48)  -0.61
O (5.46, 2.91, -2.36)  -0.58
H (1.17, -1.08, -3.45)  0.41
H (1.87, -0.01, -5.58)  0.41
H (3.62, 1.76, -5.54)  0.48
H (3.85, 1.46, -1.29)  0.57

**Multiplicity**: 1
**ΔE to the lowest compared entry with this formula, charge and spin**: 5.6 kcal per mole
**E_HOMO**: -7.82 eV
**E_LUMO**: -0.52 eV
**Maximum force**: 1.3 eV/A



# 6
Formula: C17H15Cl3GeN6O2STi
Source: the OMol25 dataset
Level of theory: the ωB97M-V functional and the def2-TZVPD basis

Each line ends with the Mulliken charge.
Geometry (Å):
Ti (-0.58, -0.45, 0.23)  -0.59
C (-1.12, -3.57, 2.57)  -1.36
C (-0.51, -2.29, 3.01)  0.87
N (-0.35, -1.98, 4.27)  -0.98
N (0.20, -0.73, 4.21)  0.15
C (0.37, -0.32, 2.94)  0.17
S (0.95, 1.18, 2.41)  -0.41
N (-0.07, -1.32, 2.16)  0.64
N (-2.26, -0.26, 1.21)  -0.47
H (-1.43, -4.14, 3.44)  0.38
H (-0.41, -4.15, 1.98)  0.24
H (-1.98, -3.36, 1.93)  0.22
H (0.41, -0.20, 5.04)  0.18
H (-3.06, 0.00, 0.65)  0.23
H (-2.34, 0.20, 2.10)  0.10
Cl (2.12, -3.32, -2.82)  -0.46
Ge (0.55, -1.66, -2.66)  0.56
Cl (-0.96, -2.54, -4.14)  -0.46
Cl (-0.55, -2.70, -0.64)  -0.32
O (-0.41, 3.73, 0.60)  -0.62
C (-0.91, 2.98, -0.19)  -0.10
N (-0.71, 1.59, -0.31)  0.43
C (-1.46, 1.15, -1.31)  0.71
O (-1.51, -0.10, -1.48)  -0.51
C (-2.19, 2.24, -2.01)  0.14
C (-3.08, 2.25, -3.06)  -0.41
C (-3.65, 3.48, -3.39)  -0.51
C (-3.34, 4.63, -2.67)  -0.41
C (-2.44, 4.59, -1.60)  -0.39
C (-1.87, 3.38, -1.30)  0.10
H (-3.31, 1.35, -3.61)  0.53
H (-4.35, 3.54, -4.21)  0.40
H (-3.82, 5.57, -2.94)  0.38
H (-2.19, 5.48, -1.03)  0.47
N (1.26, -0.38, -0.13)  0.20
C (2.53, -0.77, -0.01)  -0.46
C (3.52, -0.22, -0.87)  0.00
C (4.83, -0.64, -0.79)  -0.57
C (5.20, -1.61, 0.13)  -0.31
C (4.25, -2.16, 0.98)  -0.84
C (2.94, -1.75, 0.93)  0.26
H (3.21, 0.53, -1.58)  0.42
H (5.57, -0.22, -1.46)  0.35
H (6.23, -1.95, 0.18)  0.37
H (4.54, -2.93, 1.69)  0.38
H (2.18, -2.18, 1.57)  0.27

**Multiplicity**: 2
**Net charge**: -1
**ΔE to the lowest compared entry with this formula, charge and spin**: 20.3 kcal per mole
**E_HOMO (spin up / spin down)**: -4.91 / -4.89 eV
**E_LUMO (spin up / spin down)**: 1.71 / 1.06 eV
**Maximum force**: 2.7 eV/A



> Which of these has the highest ΔE to the lowest compared entry with this formula, charge and spin?

C17H15BaCl2N3O6S2